A 4-piece molecular cluster, C40H70F8N9O6P3 overall in a non-equilibrium geometry. Source: OMol25; level of theory: ωB97M-V/def2-TZVPD.

**Frontier orbital gap**: 7.48 eV
**SMILES**: C[C@@H](F)Cc1c(CCO)c(C(F)(F)C(F)(F)C(F)(F)F)cc2c1C(=O)c1ccccc1C2=O.CN(C)P(=O)(N(C)C)N(C)C.CN(C)P(=O)(N(C)C)N(C)C.CN(C)P(=O)(N(C)C)N(C)C
**Total energy**: -4333.3558 Ha
**E_LUMO**: -0.74 eV
**Total charge**: 0

XYZ file:
```
136
Properties=species:S:1:pos:R:3:forces:R:3
C 1.8274 0.7963 -0.5406 0.29 0.52 0.17
C 3.2118 0.3320 -0.9647 -0.43 0.17 -0.45
F 4.1491 1.0620 -0.2403 0.13 -0.23 0.02
C 3.5206 -1.1834 -0.9188 0.37 0.12 0.43
C 2.6931 -2.0699 -0.0090 -0.19 0.10 0.13
C 1.5333 -2.7460 -0.4578 0.10 0.03 -0.38
C 1.1310 -2.5903 -1.9097 -0.29 -0.03 -0.11
C 0.1717 -1.4177 -2.2399 0.83 0.28 -0.64
O -0.9344 -1.8144 -3.0261 -0.16 -0.03 0.37
C 0.8173 -3.5791 0.4195 -0.14 -0.06 -0.11
C -0.4130 -4.4040 0.0389 0.29 -0.04 0.42
F -0.5922 -5.3436 1.0049 -0.09 -0.16 -0.23
F -0.2393 -5.1151 -1.1058 -0.01 0.30 -0.17
C -1.7767 -3.6159 -0.0161 -0.13 -0.67 0.55
F -2.3868 -3.7985 1.1806 0.04 0.18 -0.01
F -1.6017 -2.2971 -0.1543 0.05 -0.08 -0.42
C -2.7884 -4.1769 -1.0513 -0.55 0.53 0.00
F -3.9545 -3.5316 -0.8693 0.11 -0.02 -0.04
F -3.0064 -5.4705 -0.8179 0.22 0.03 -0.10
F -2.4196 -3.9904 -2.3079 0.10 -0.26 0.08
C 1.2284 -3.7378 1.7338 0.05 0.38 0.01
C 2.3667 -3.0915 2.1565 0.12 0.01 0.44
C 3.1061 -2.2712 1.3126 -0.15 -0.06 -0.08
C 4.3445 -1.6893 1.9353 0.32 0.11 0.20
O 4.7185 -0.5509 1.7931 -0.07 -0.17 -0.25
C 5.0858 -2.6356 2.8325 -0.37 0.08 -0.43
C 6.4667 -2.7021 2.8208 0.01 0.00 0.22
C 7.0898 -3.6139 3.6599 0.04 0.29 -0.17
C 6.3358 -4.4212 4.4985 0.41 -0.20 -0.02
C 4.9543 -4.3507 4.5068 0.03 -0.03 0.25
C 4.3261 -3.4518 3.6630 0.02 -0.03 -0.03
C 2.8462 -3.3218 3.5589 0.07 0.01 0.18
O 2.1006 -3.3983 4.5082 0.01 -0.28 -0.21
H 1.9477 1.8080 -0.1514 0.03 0.01 0.03
H 1.3700 0.2095 0.2539 -0.05 -0.17 -0.12
H 1.1806 0.9070 -1.4058 -0.19 -0.27 0.10
H 3.3581 0.6502 -2.0005 0.10 -0.01 -0.01
H 3.5334 -1.5529 -1.9404 -0.17 -0.07 0.01
H 4.5570 -1.2513 -0.5862 0.04 0.07 -0.05
H 2.0227 -2.4573 -2.5154 0.06 -0.12 0.03
H 0.6636 -3.4915 -2.3004 -0.07 -0.08 0.23
H 0.7397 -0.6917 -2.8321 0.05 0.14 0.18
H -0.1528 -0.8971 -1.3474 -0.42 -0.16 -0.03
H -0.5818 -2.1805 -3.8421 -0.11 0.00 -0.09
H 0.7072 -4.3571 2.4453 -0.12 -0.02 -0.06
H 7.0354 -2.0558 2.1671 0.00 0.05 0.00
H 8.1692 -3.6738 3.6515 0.02 -0.12 0.10
H 6.8629 -5.1291 5.1234 -0.13 -0.03 0.13
H 4.3848 -5.0036 5.1536 -0.14 0.07 0.01
C 5.4065 -1.9917 8.6121 -0.11 0.29 0.41
N 6.7395 -2.5471 8.4966 0.11 -0.23 -0.15
C 6.8150 -3.8271 9.1921 0.38 -0.18 -0.05
P 8.1679 -1.6254 8.5945 -3.33 1.72 -3.98
O 9.1660 -2.4971 7.9081 1.26 -0.28 2.80
N 8.0971 -0.3065 7.4611 -0.54 -0.05 -0.03
C 7.1181 -0.3568 6.3866 -0.30 -0.09 -0.12
C 9.4115 0.0328 6.9257 0.16 0.01 0.17
N 7.7069 -0.6309 9.9563 2.29 -1.01 1.02
C 7.4816 0.8047 9.8243 -0.07 0.23 -0.22
C 8.5727 -0.8841 11.1283 -0.19 -0.33 0.08
H 5.1297 -1.7545 9.6490 0.03 -0.01 0.01
H 4.6869 -2.7193 8.2305 0.07 -0.07 0.00
H 5.2777 -1.0947 8.0163 0.08 0.01 0.10
H 6.7276 -3.7082 10.2825 -0.13 -0.05 -0.02
H 7.7620 -4.3224 8.9790 0.03 0.09 -0.03
H 6.0166 -4.4896 8.8535 -0.08 0.09 -0.01
H 7.0833 -1.3322 5.8833 -0.03 0.03 -0.04
H 7.3349 0.4037 5.6345 0.24 -0.01 0.05
H 6.1173 -0.1117 6.7423 0.04 -0.07 -0.02
H 9.7268 -0.6440 6.1242 0.04 -0.03 0.05
H 10.1723 -0.0040 7.7071 0.00 -0.03 -0.01
H 9.3927 1.0536 6.5363 -0.09 0.00 -0.01
H 8.3625 1.3609 9.4953 -0.01 0.03 -0.02
H 7.1842 1.1838 10.8058 0.05 -0.16 0.07
H 6.6576 1.0112 9.1466 0.11 -0.05 -0.13
H 9.5822 -0.4810 10.9906 -0.01 0.06 0.08
H 8.6639 -1.9596 11.3041 0.02 0.02 -0.04
H 8.1431 -0.4431 12.0278 -0.07 0.02 -0.04
C -6.6556 0.3152 -3.2025 -0.29 -0.26 0.35
N -5.3540 0.7808 -2.7745 0.26 0.11 -0.28
C -4.3326 -0.2136 -3.0884 0.49 0.04 0.13
P -5.0614 1.6204 -1.3276 -3.64 2.52 -3.14
O -3.7699 2.3149 -1.6032 1.14 -1.89 2.12
N -6.1194 3.0018 -1.2262 -0.35 -0.21 -0.41
C -6.7834 3.4804 -2.4306 -0.07 -0.11 -0.14
C -5.4957 4.1205 -0.5264 0.10 -0.07 0.20
N -6.0560 0.6327 -0.2849 2.32 -0.22 1.36
C -7.2675 1.1474 0.3435 -0.22 0.23 -0.02
C -5.2397 -0.0739 0.7274 0.13 -0.26 -0.27
H -6.9844 -0.5883 -2.6699 0.03 0.00 0.01
H -6.6111 0.0789 -4.2684 0.11 0.00 0.00
H -7.4257 1.0715 -3.0883 0.05 -0.05 0.12
H -4.4410 -1.1189 -2.4732 -0.06 -0.07 -0.13
H -3.3340 0.1865 -2.9168 -0.05 0.08 0.05
H -4.3818 -0.5021 -4.1400 -0.16 0.03 -0.01
H -6.1086 3.5557 -3.2943 -0.04 0.03 -0.02
H -7.2126 4.4663 -2.2443 0.14 0.05 0.09
H -7.6294 2.8477 -2.6999 0.07 0.02 -0.04
H -4.8112 4.6880 -1.1659 0.05 -0.03 0.03
H -4.9274 3.7717 0.3373 0.02 0.00 -0.02
H -6.2713 4.7955 -0.1555 -0.06 -0.04 -0.06
H -7.0911 1.9873 1.0199 -0.03 0.02 0.00
H -7.7125 0.3318 0.9197 0.16 -0.09 -0.02
H -8.0018 1.4402 -0.4023 0.10 0.13 -0.03
H -4.8557 0.6064 1.4956 -0.05 -0.05 0.07
H -4.3824 -0.5574 0.2499 -0.01 0.04 0.00
H -5.8219 -0.8554 1.2155 -0.06 0.01 -0.06
C -4.8314 6.0423 -8.8568 -0.52 0.03 -0.02
N -4.1938 4.7840 -9.1811 0.27 -0.06 -0.09
C -3.9022 4.7172 -10.6088 0.20 -0.35 -0.10
P -4.6399 3.2895 -8.4985 1.46 3.66 3.82
O -3.4222 2.4551 -8.7122 -1.78 -1.59 -1.99
N -4.6277 3.4043 -6.7648 0.02 0.59 -0.01
C -3.9260 4.5073 -6.1209 -0.01 0.20 -0.03
C -4.2462 2.1452 -6.1306 -0.17 -0.24 0.00
N -6.3744 3.4962 -8.6098 0.19 -2.31 -1.38
C -7.2137 3.6271 -7.4237 0.01 0.07 0.30
C -6.9789 2.5090 -9.5296 0.12 0.20 -0.30
H -5.8117 6.1637 -9.3395 0.01 -0.03 -0.01
H -4.1891 6.8597 -9.1918 0.05 -0.06 -0.06
H -4.9642 6.1758 -7.7882 -0.07 -0.10 -0.05
H -4.8199 4.6530 -11.2130 0.02 0.13 -0.03
H -3.2862 3.8469 -10.8321 -0.02 -0.03 0.09
H -3.3444 5.6006 -10.9232 -0.05 0.07 0.07
H -2.9247 4.6801 -6.5352 0.00 0.02 0.05
H -3.8255 4.3012 -5.0539 0.04 -0.17 -0.03
H -4.4968 5.4347 -6.1803 0.07 -0.03 -0.02
H -3.1623 1.9892 -6.1249 -0.01 -0.06 -0.07
H -4.7037 1.2966 -6.6446 0.05 0.01 -0.03
H -4.6059 2.1313 -5.0973 0.01 0.09 0.00
H -7.1847 2.7558 -6.7644 0.00 0.01 0.04
H -8.2444 3.7666 -7.7620 0.06 -0.05 -0.17
H -6.9494 4.5129 -6.8525 0.14 -0.09 0.05
H -6.9805 1.4978 -9.1071 -0.10 0.00 0.00
H -6.4196 2.4773 -10.4688 0.02 -0.01 0.04
H -8.0054 2.7849 -9.7720 0.01 0.07 0.04
```
Forces are in eV/Å.

Here are the Mulliken charges for atoms 1 to 4, given in e: atom 1 (C): -1.42, atom 2 (C): 0.53, atom 3 (F): -0.36, atom 4 (C): -1.46

***

A 4-piece molecular cluster, C17H32BClNO9 overall in a non-equilibrium geometry. Source: OMol25; level of theory: ωB97M-V/def2-TZVPD.

**Frontier orbital gap**: 5.98 eV
**Total energy**: -1883.8747 Ha
**E_LUMO**: 2.45 eV
**Total charge**: -1

XYZ file:
```
61
Properties=species:S:1:pos:R:3:forces:R:3
C 3.8439 -1.2186 1.9481 -0.15 0.21 -0.55
C 2.8012 0.0127 1.5792 0.57 0.82 0.28
C 1.3002 -0.1623 2.2208 2.16 -0.34 0.69
Cl 0.4922 1.5447 2.1320 0.44 -0.61 0.13
B 0.3478 -1.2721 1.4649 -1.24 -0.48 0.36
N 0.9739 -2.6432 1.2889 0.79 -1.65 -0.48
C -1.1325 -1.4991 2.2212 -1.39 -0.52 -0.23
C -2.2791 -0.6456 1.4187 -0.36 0.88 0.62
C -3.3578 0.1378 2.3910 -0.81 0.72 -1.19
C -4.7015 -0.7450 2.7533 -0.28 0.82 0.32
C -3.8876 1.4476 1.4958 0.26 -1.07 -0.56
H 4.9328 -0.9312 1.5552 -2.14 -0.40 1.18
H 3.5798 -2.2376 1.4173 0.10 2.16 1.25
H 3.8040 -1.3555 3.1189 0.37 0.14 -2.39
H 2.7669 0.2229 0.4116 -0.19 -0.67 2.55
H 3.2810 0.9986 2.0514 -0.91 -1.97 -0.87
H 1.4261 -0.3724 3.3743 -0.16 0.60 -2.05
H 0.0869 -0.8804 0.3628 0.13 0.57 -0.56
H 0.6361 -3.3420 1.9864 0.38 0.72 -1.09
H 0.8339 -2.9807 0.2989 0.05 0.28 2.17
H -1.0738 -1.2974 3.3729 -0.55 -0.04 -1.84
H -1.4277 -2.6483 2.0995 0.56 2.31 0.39
H -2.8844 -1.3311 0.6524 1.22 1.39 1.68
H -1.7586 0.2088 0.7677 -1.00 -1.95 1.45
H -2.8897 0.5587 3.3865 -0.64 -1.02 -2.07
H -4.8123 -0.7656 3.9369 0.11 -0.34 -2.53
H -5.6458 -0.1609 2.3312 1.87 -1.30 0.90
H -4.7233 -1.8132 2.2672 0.24 2.07 1.14
H -4.3505 0.9781 0.5052 0.78 1.04 2.03
H -2.9685 2.0944 1.1385 -1.89 -1.06 0.99
H -4.7265 2.0598 2.0361 1.68 -0.98 -0.98
C 2.2621 3.4956 -0.7569 -1.18 -0.35 0.64
C 3.0748 4.6849 -0.3594 -0.44 0.85 0.61
O 4.3970 4.2983 -0.6828 0.30 -0.74 -0.74
C 4.3046 3.3359 -1.6466 1.41 -0.90 -1.10
O 5.2530 2.8993 -2.2771 -1.87 0.87 1.26
O 3.0129 2.9269 -1.8132 1.37 0.30 -0.30
H 1.2603 3.7710 -1.0979 0.20 -0.19 -0.07
H 2.1741 2.7605 0.0499 -0.07 0.07 -0.07
H 2.8167 5.5794 -0.9360 0.05 -0.04 0.01
H 2.9868 4.9115 0.7067 0.18 -0.07 -0.18
C -4.1743 -0.5460 -3.5643 0.58 -0.25 -0.85
C -4.6029 0.7652 -2.9899 0.26 1.05 -0.30
O -5.5423 0.3949 -1.9987 -0.06 -0.80 0.24
C -5.2549 -0.8907 -1.6402 -0.97 -1.39 2.20
O -5.7572 -1.4697 -0.6914 1.08 1.35 -2.27
O -4.3320 -1.4428 -2.4809 -0.62 0.30 0.63
H -3.1361 -0.5310 -3.9072 -0.14 -0.17 0.17
H -4.8170 -0.8715 -4.3890 0.01 0.03 0.05
H -3.7769 1.3021 -2.5115 -0.06 -0.09 -0.02
H -5.0642 1.4162 -3.7376 -0.08 -0.07 0.23
C 4.2103 -1.1922 -1.7256 0.78 0.74 0.39
C 4.2403 -2.2115 -2.8179 0.72 -0.21 -0.67
O 3.1283 -3.0358 -2.5244 -0.47 0.17 0.39
C 2.2635 -2.2857 -1.7808 -2.71 -0.41 1.00
O 1.1267 -2.6244 -1.4968 2.79 0.70 -1.52
O 2.8362 -1.1073 -1.3976 -0.54 -0.96 -0.61
H 4.5917 -0.2208 -2.0519 -0.21 -0.04 0.13
H 4.7662 -1.5133 -0.8385 -0.08 0.00 -0.05
H 4.0993 -1.7669 -3.8087 0.00 0.00 0.06
H 5.1657 -2.7941 -2.8181 -0.24 -0.06 -0.01
```
Forces are in eV/Å.

Here are the natural (NBO) charges for atoms 1 to 4, given in e: atom 1 (C): -0.64, atom 2 (C): -0.43, atom 3 (C): -0.30, atom 4 (Cl): -0.22

***

C35H35AsN4OPtS as an isolated structure in a non-equilibrium geometry. Source: OMol25; level of theory: ωB97M-V/def2-TZVPD.

**Frontier orbital gap**: 6.89 eV
**Total energy**: -4402.1961 Ha
**E_LUMO**: 0.47 eV
**Total charge**: 0

XYZ file:
```
78
Properties=species:S:1:pos:R:3:forces:R:3
Pt -0.4934 -0.5216 1.6396 0.16 -2.11 0.28
C -3.0082 -0.8666 -0.2244 -0.18 0.00 -0.06
N -1.9571 -1.6567 0.4112 0.37 0.67 0.39
C -1.1704 -2.3544 -0.6362 -0.09 -0.06 -0.19
C -2.4337 -2.6420 1.3764 -0.33 -0.05 0.11
C -3.7298 -3.1000 1.4374 0.04 -0.03 -0.10
C -4.0910 -4.0346 2.4065 0.04 -0.03 0.01
C -3.1392 -4.4822 3.3053 -0.08 0.04 -0.08
C -1.8335 -4.0128 3.2576 0.09 -0.14 -0.05
C -1.4588 -3.0912 2.2829 -0.24 0.16 0.02
N -0.2587 -2.4382 2.1696 0.12 -0.33 -0.30
C 0.8849 -2.7506 2.8349 0.24 -0.05 0.17
C 1.3144 -4.0473 3.1651 -0.13 0.10 0.01
C 2.5052 -4.2375 3.8335 0.08 -0.02 0.04
C 3.3112 -3.1590 4.1821 -0.05 0.04 -0.02
C 2.9118 -1.8811 3.8259 -0.01 0.02 -0.07
C 1.7183 -1.6826 3.1501 0.38 0.17 0.18
N 1.3199 -0.3313 2.7102 -0.42 0.33 -0.32
C 1.3022 0.6139 3.8498 0.17 -0.17 0.20
C 2.2716 0.1593 1.6793 0.20 0.06 0.05
H -3.6687 -1.4952 -0.8296 0.00 -0.02 0.02
H -3.5878 -0.3425 0.5334 0.02 0.02 0.03
H -2.5325 -0.1474 -0.8864 0.00 -0.08 -0.01
H -1.8463 -2.9784 -1.2301 -0.01 -0.02 0.02
H -0.6791 -1.6090 -1.2553 -0.02 -0.03 0.02
H -0.4171 -2.9725 -0.1574 0.00 -0.01 -0.03
H -4.4715 -2.7335 0.7427 -0.05 0.01 0.00
H -5.1092 -4.3894 2.4585 -0.06 -0.02 0.01
H -3.4153 -5.1879 4.0759 -0.02 -0.04 0.05
H -1.1191 -4.3326 4.0015 0.00 0.00 0.02
H 0.7056 -4.8927 2.8800 0.00 -0.03 -0.02
H 2.8141 -5.2448 4.0783 0.03 -0.03 0.02
H 4.2402 -3.3098 4.7116 0.04 -0.02 0.01
H 3.5386 -1.0334 4.0659 0.06 0.00 0.03
H 2.3143 0.7264 4.2449 -0.02 -0.02 0.04
H 0.9471 1.5777 3.5107 0.07 0.05 -0.03
H 0.6404 0.2305 4.6215 0.01 0.00 -0.03
H 3.2684 0.2488 2.1185 0.03 0.03 0.00
H 2.2902 -0.5410 0.8490 -0.02 0.01 0.00
H 1.9232 1.1253 1.3209 0.03 0.00 0.03
S -1.8795 1.0658 3.0683 -0.06 0.63 -0.47
C -0.8226 2.0047 2.1550 -0.51 0.21 0.10
N -0.0922 2.6587 1.5250 0.23 0.28 0.00
O 0.3953 0.1678 -0.6966 -0.13 0.35 -0.16
As 0.3612 1.4042 -1.7952 0.05 0.17 0.14
C 2.0156 2.3821 -1.8703 0.01 -0.15 -0.14
C 2.9108 2.1746 -2.9135 0.05 0.04 -0.03
C 4.1261 2.8486 -2.9219 -0.10 -0.07 -0.05
C 4.4338 3.7248 -1.8947 0.07 0.06 0.00
C 3.5350 3.9327 -0.8583 -0.03 0.02 0.07
C 2.3216 3.2623 -0.8372 0.11 -0.03 -0.02
C 0.0723 0.6343 -3.5382 -0.03 -0.03 0.10
C 0.6859 -0.5846 -3.8103 0.03 -0.06 0.02
C 0.4626 -1.2119 -5.0256 0.03 -0.06 0.04
C -0.3835 -0.6342 -5.9605 -0.03 0.00 -0.08
C -1.0068 0.5722 -5.6843 0.01 0.04 0.05
C -0.7794 1.2088 -4.4712 -0.04 0.10 -0.07
C -0.9853 2.7573 -1.5700 0.07 -0.07 -0.04
C -0.8449 3.9562 -2.2599 -0.03 0.02 -0.05
C -1.8230 4.9334 -2.1474 0.06 0.01 -0.04
C -2.9293 4.7129 -1.3417 -0.03 0.07 0.00
C -3.0564 3.5253 -0.6410 0.00 -0.10 0.07
C -2.0812 2.5457 -0.7486 -0.10 0.00 -0.03
H 2.6658 1.4981 -3.7251 0.00 0.01 0.04
H 4.8238 2.6909 -3.7331 0.02 0.00 -0.01
H 5.3783 4.2532 -1.9031 0.01 0.00 0.01
H 3.7790 4.6202 -0.0593 0.01 0.01 0.02
H 1.6267 3.4076 -0.0217 -0.13 0.03 0.10
H 1.3179 -1.0531 -3.0632 -0.01 0.05 0.00
H 0.9383 -2.1597 -5.2379 0.02 -0.02 0.00
H -0.5640 -1.1315 -6.9042 0.00 -0.01 -0.02
H -1.6764 1.0183 -6.4063 -0.02 0.01 -0.03
H -1.2791 2.1461 -4.2547 0.02 -0.03 0.01
H 0.0270 4.1377 -2.8784 0.01 -0.01 0.00
H -1.7167 5.8673 -2.6829 0.01 0.02 0.00
H -3.6873 5.4781 -1.2467 -0.03 0.03 0.00
H -3.9048 3.3639 0.0098 -0.02 0.00 0.03
H -2.1660 1.6391 -0.1670 0.06 0.07 0.02
```
Forces are in eV/Å.

Here are the Mulliken charges for atoms 1 to 4, given in e: atom 1 (Pt): 1.34, atom 2 (C): -1.18, atom 3 (N): 1.06, atom 4 (C): -0.94

***

A 2-piece molecular cluster, C4H13N2O2 overall in a non-equilibrium geometry. Source: OMol25; level of theory: ωB97M-V/def2-TZVPD.

**Frontier orbital gap**: 7.01 eV
**Total energy**: -420.1738 Ha
**E_LUMO**: 3.93 eV
**Total charge**: -1

XYZ file:
```
21
Properties=species:S:1:pos:R:3:forces:R:3
C 0.4230 1.0215 1.4407 -0.97 -0.35 -1.05
C -0.5996 1.3552 0.3221 1.08 -0.41 -2.23
C -1.8513 0.4644 0.2194 0.79 -0.69 0.90
N -1.6552 -0.9944 0.0035 -0.69 0.00 -1.23
N 1.0780 -0.2625 1.2877 1.08 1.49 0.95
C 2.0910 -0.4738 0.2309 -0.67 -1.27 -0.64
O 1.6155 -0.7023 -1.0068 -0.02 0.71 -0.38
H 1.1158 1.8769 1.4194 0.29 -0.54 0.36
H -0.0966 0.9800 2.4065 -0.01 0.40 0.04
H -0.0555 1.3096 -0.6857 -0.34 -0.62 1.28
H -0.8183 2.4188 0.2728 -0.71 0.36 0.79
H -2.3319 0.4214 1.2040 -0.42 0.88 -0.11
H -2.5090 0.8782 -0.5534 -0.15 -0.27 0.29
H -1.5511 -1.2495 -0.9801 0.04 0.36 0.21
H -0.8002 -1.3427 0.3901 0.29 0.26 0.10
H 0.4547 -1.0307 1.4155 0.01 -0.29 0.02
H 2.8245 0.3844 0.3120 -0.38 -0.42 0.14
H 2.5368 -1.4296 0.5697 0.84 0.26 0.42
H -0.6106 -0.7602 -2.9559 -0.71 1.99 0.60
H 0.7550 -1.4024 -2.3437 -0.73 1.07 0.45
O -0.0152 -1.4623 -2.9686 1.37 -2.91 -0.92
```
Forces are in eV/Å.

Here are the natural (NBO) charges for atoms 1 to 4, given in e: atom 1 (C): -0.21, atom 2 (C): -0.45, atom 3 (C): -0.22, atom 4 (N): -0.86